An isolated molecule of C7H9N3O3 in a non-equilibrium geometry, computed with ωB97M-V/def2-TZVPD.

```
22
Properties=species:S:1:pos:R:3
H 0.94 -0.85 -2.26
O -0.26 -2.27 -0.84
C 0.83 0.12 -1.80
N 2.27 0.91 -0.05
H -2.14 -1.62 0.82
H -0.06 -0.68 2.67
H 1.51 -0.42 2.30
O 0.72 -2.72 1.02
C -0.63 0.44 -2.06
H -1.27 1.16 0.79
H -2.64 0.52 -1.32
C 1.27 0.19 -0.35
N 0.21 -1.96 0.23
H 2.42 0.91 1.03
C -1.55 0.28 -1.14
H -0.91 0.34 -3.11
N 0.62 -0.38 1.95
C -1.20 0.15 0.33
H 1.61 0.76 -2.15
O -3.11 -0.13 1.73
C -2.26 -0.60 1.06
C 0.26 -0.54 0.56
```

Results
Total energy in Ha: -661.95256
Orbital gap in eV: 9.73
SMILES: [H]/N=C1/CC=C[C@@H](C=O)[C@@]1(N)[N+](=O)[O-]
LUMO level in eV: -0.2
HOMO in eV: -9.9
Energy relative to the best compared isomer or geometry (same formula, charge and spin) in kcal/mol: 142.8


A 2-piece molecular cluster, C5H9NO2 overall in a non-equilibrium geometry, computed with ωB97M-V/def2-TZVPD.

```
17
Properties=species:S:1:pos:R:3
H 0.29 0.35 1.31
H 1.07 2.13 -1.02
C -0.50 -2.35 -0.10
H -2.55 1.21 -0.51
H -0.17 1.49 -2.12
H -0.99 1.43 1.93
H -0.94 -3.34 -0.15
C -0.17 1.34 1.21
N -0.70 1.57 -0.12
H 0.77 0.38 -1.09
H 0.57 2.11 1.42
O -1.78 0.65 -0.35
C 2.02 -2.36 0.33
H -1.17 -1.51 -0.23
C 0.30 1.37 -1.15
O 3.17 -2.32 0.52
C 0.78 -2.15 0.12
```

Results
Total energy in Ha: -400.99556
Orbital gap in eV: 8.24
SMILES: C=C=C=O.CN(C)O
LUMO level in eV: -0.5
HOMO in eV: -8.8
Energy relative to the best compared isomer or geometry (same formula, charge and spin) in kcal/mol: 113.7


An isolated molecule of C6H6N4O2 in a non-equilibrium geometry, computed with ωB97M-V/def2-TZVPD.

```
18
Properties=species:S:1:pos:R:3
H 3.19 -1.49 -2.20
C 2.48 -2.26 -0.62
O 1.51 0.30 -2.80
O 3.36 -3.11 -0.59
H -2.79 0.74 -0.42
N -0.78 0.29 -0.99
C -1.23 1.06 1.35
N 2.32 -1.37 -1.64
N 1.54 -2.02 0.43
H -0.87 0.98 -1.63
H -0.21 1.14 1.33
N -1.69 -0.31 1.16
C 0.37 -0.37 -0.79
C 0.65 -1.07 0.34
H -1.80 1.61 2.23
H 1.66 -2.68 1.24
C -1.78 0.48 0.03
C 1.41 -0.39 -1.83
```

Results
Total energy in Ha: -601.56544
Orbital gap (spin up / spin down) in eV: 6.31 / 6.03
LUMO level (spin up / spin down) in eV: -1.8 / -2.0
HOMO (spin up / spin down) in eV: -8.1 / -8.0
Energy relative to the best compared isomer or geometry (same formula, charge and spin) in kcal/mol: 130.4


A 2-piece molecular cluster, C4H11NO3 overall in a non-equilibrium geometry, computed with ωB97M-V/def2-TZVPD.

```
19
Properties=species:S:1:pos:R:3
H -0.64 1.82 1.81
C 0.10 0.17 0.71
H -0.94 -0.38 0.89
C -0.77 -0.88 -1.36
H 1.83 -0.35 -2.15
H -0.33 -1.46 -2.21
N 0.31 -0.30 -0.67
H 2.27 0.10 -0.58
H 0.91 -0.42 1.27
H -1.46 -2.98 0.55
H -2.58 -2.14 0.23
O -2.39 -2.79 0.78
H 1.38 1.36 -1.57
H -0.24 2.36 0.13
C 1.42 0.24 -1.33
O -1.88 -0.69 -0.89
C -0.02 1.73 1.06
H 1.82 2.66 1.63
O 1.22 1.96 1.72
```

Results
Total energy in Ha: -439.05344
Orbital gap (spin up / spin down) in eV: 10.25 / 5.88
Net charge: +1
⟨S²⟩: 0.7666
Multiplicity: 2
LUMO level (spin up / spin down) in eV: -4.6 / -9.0
HOMO (spin up / spin down) in eV: -14.8 / -14.8
Energy relative to the best compared isomer or geometry (same formula, charge and spin) in kcal/mol: 87.4


An isolated molecule of C23H31N5O4S2 in a non-equilibrium geometry, computed with ωB97M-V/def2-TZVPD.

```
65
Properties=species:S:1:pos:R:3
H -3.10 -1.12 4.85
C 0.47 2.90 2.40
H -0.16 -0.91 -6.11
N -1.67 0.94 -4.29
C -1.09 0.47 5.43
C 1.20 -2.29 -3.67
C 1.04 2.49 3.59
C 3.44 -3.22 -7.06
H 2.52 -0.36 2.56
C -1.03 0.67 -3.13
H 3.20 -4.17 -7.54
H -1.29 1.60 7.26
C 0.20 -1.45 -4.07
S 0.74 3.45 5.08
N -2.41 0.81 4.92
H -4.07 0.06 3.97
C 1.79 1.34 3.67
C -2.38 -0.69 2.87
H -1.56 -1.62 -5.28
O -1.26 1.38 -2.14
N 0.67 0.19 -0.87
H -1.44 0.47 -5.15
C -0.08 -0.44 -3.10
H -0.64 -3.83 -5.37
H -1.70 2.04 3.33
H -2.36 0.13 2.15
H 2.39 -1.57 -6.14
H 2.80 -3.51 -4.40
H -0.07 3.83 2.37
O 0.47 4.81 4.69
C -0.62 1.57 6.39
C 1.94 0.55 2.54
O 1.80 3.18 6.00
H -2.66 3.31 5.95
C 0.72 -0.60 -1.98
H 4.00 -2.60 -7.76
H -0.42 -3.15 -6.98
C -0.48 -1.67 -5.39
C -3.05 -0.26 4.18
H -2.94 -1.51 2.43
H 4.07 -3.41 -6.20
H -1.80 4.13 4.63
H 1.31 -4.38 -4.05
C -2.38 2.08 4.20
N 1.30 -3.37 -5.86
H 1.60 -2.25 -7.57
H 0.40 1.40 6.73
C 0.61 2.11 1.27
O 2.33 -0.90 0.17
H -3.39 2.30 3.85
H -0.08 0.90 -0.93
H -0.35 0.36 4.62
H 2.25 1.07 4.61
C -0.11 -3.07 -5.94
C 1.33 0.92 1.34
C -1.92 3.19 5.15
H 0.17 2.44 0.34
C 1.50 0.00 0.19
H -2.29 1.73 -4.31
C 1.71 -3.45 -4.47
S 1.84 -1.90 -2.10
C 2.15 -2.50 -6.66
N -0.65 2.87 5.77
H -1.17 -0.47 5.97
H -1.36 -1.02 3.04
```

Results
Total energy in Ha: -2266.18952
Orbital gap in eV: 7.88
SMILES: CCN1CCN(S(=O)(=O)c2ccc(C(=O)Nc3sc4c(c3C(N)=O)CCN(CC)C4)cc2)CC1
LUMO level in eV: -0.3
HOMO in eV: -8.1


An isolated molecule of C3HCl3 in a non-equilibrium geometry, computed with ωB97M-V/def2-TZVPD.

```
7
Properties=species:S:1:pos:R:3
C -1.74 0.28 -0.12
Cl -3.41 0.57 -0.06
Cl 1.56 -1.03 1.49
C 1.14 -0.08 -0.01
C -0.56 0.23 -0.01
H 1.68 0.94 0.24
Cl 1.34 -0.91 -1.54
```

Results
Total energy in Ha: -1495.36525
Orbital gap in eV: 10.87
SMILES: ClC#CC(Cl)Cl
LUMO level in eV: 0.6
HOMO in eV: -10.3
Energy relative to the best compared isomer or geometry (same formula, charge and spin) in kcal/mol: 27.1


An isolated ion of composition C5H6N and charge +1 in a non-equilibrium geometry, computed with ωB97M-V/def2-TZVPD.

```
12
Properties=species:S:1:pos:R:3
H -0.16 -0.99 -1.59
C -0.50 -0.06 -1.27
H 1.90 -0.87 0.93
C 1.43 -0.07 0.49
C -2.17 0.11 0.20
H -0.07 0.77 -1.80
C -1.07 0.04 1.02
N -0.02 -0.05 0.23
C -1.98 0.15 -1.06
H -1.03 0.05 2.07
H 1.58 0.80 1.10
H 2.11 0.12 -0.33
```

Results
Total energy in Ha: -248.39997
Orbital gap (spin up / spin down) in eV: 9.54 / 9.20
Net charge: +1
SMILES: C[N+]1=CC#CC1
LUMO level (spin up / spin down) in eV: -6.2 / -6.5
HOMO (spin up / spin down) in eV: -15.8 / -15.7
Energy relative to the best compared isomer or geometry (same formula, charge and spin) in kcal/mol: 135.4


A 2-piece molecular cluster, C2H6NO2 overall in a non-equilibrium geometry, computed with ωB97M-V/def2-TZVPD.

```
11
Properties=species:S:1:pos:R:3
H -0.52 0.82 0.20
C -0.21 0.47 -1.70
H 0.52 -1.64 2.20
O -0.78 1.24 -0.67
H 0.89 0.51 -1.74
N -0.16 0.24 1.62
O 1.15 -1.12 0.30
H -0.38 0.16 2.63
H -0.56 0.79 -2.66
C 0.53 -0.88 1.37
H -0.47 -0.58 -1.54
```

Results
Total energy in Ha: -285.05881
Orbital gap in eV: 8.33
Net charge: -1
LUMO level in eV: 4.6
HOMO in eV: -3.8
Energy relative to the best compared isomer or geometry (same formula, charge and spin) in kcal/mol: 32.8